Entry 1:
# C29H28AuN6OSe2Si

C29H28AuN6OSe2Si as an isolated structure (ωB97M-V/def2-TZVPD, the OMol25 dataset).

DFT total energy, Ha: -6753.17966
Multiplicity: 3
Orbital gap (spin up / spin down), Ha: 0.145 / 0.091
Energy relative to the best compared isomer or geometry (same formula, charge and spin), kcal per mole: 62.50
E_HOMO (spin up / spin down), eV: -9.78 / -9.75
Net charge: +1
Molar mass, g/mol: 859.6

Structure (XYZ):
```
68
Properties=species:S:1:pos:R:3:lowdin_charge:R:1
Au 7.65046 11.74027 6.45533 0.7854
Se 10.59431 13.35737 5.82448 0.9391
Se 12.63663 14.91530 6.21736 0.8693
Si 9.00793 11.40523 10.78558 0.4653
O 9.14725 11.87314 9.29471 -0.1796
N 7.95370 13.79014 6.56233 -0.1544
N 4.94641 10.83245 5.03431 0.1930
N 13.61948 12.83347 4.58993 0.0209
N 8.73563 6.58865 3.98418 0.0676
N 7.80821 9.64622 6.81292 -0.0281
N 8.00286 7.22627 6.29842 0.0356
C 8.32618 6.93364 5.05548 -0.4207
C 7.80217 7.51140 10.31613 -0.0994
C 6.91143 15.92460 6.75396 -0.0218
C 9.02514 15.72774 5.48725 -0.0764
C 8.58466 8.65292 10.30810 -0.0672
C 14.29020 11.66547 4.48322 -0.0877
C 6.62154 7.39474 11.06236 -0.0796
C 15.00071 13.33327 6.48514 -0.0949
C 7.87647 8.47927 6.65059 -0.3293
C 15.37935 11.31432 5.28021 -0.0301
C 10.83386 10.86061 12.86571 -0.1236
C 9.06249 14.41029 5.94734 -0.6681
C 6.86377 9.73049 11.71868 -0.0988
C 8.16683 12.46419 13.42826 -0.0441
C 8.03899 9.82128 10.99113 -0.2136
C 10.68031 11.23239 11.55009 -0.2586
C 9.23614 14.11770 11.79246 -0.0872
C 13.18373 11.23201 12.74517 -0.0705
C 7.85933 16.48766 5.85543 -0.0089
C 5.96193 11.12535 5.51644 -0.1771
C 13.04955 11.65387 11.40626 -0.0660
C 13.88001 13.55655 5.64780 -0.7136
C 8.28715 12.87704 11.90531 -0.4809
C 12.03700 10.86618 13.48271 -0.0729
C 11.76416 11.56439 10.79585 -0.0961
C 6.19903 8.48368 11.80192 -0.0813
C 6.95106 13.31216 11.26189 -0.0971
C 15.75187 12.16939 6.30664 -0.0391
C 7.04278 14.60638 7.15821 -0.0921
H 11.68097 11.91172 9.77527 0.0870
H 6.88342 14.38779 11.02614 0.0753
H 8.71624 15.08735 12.00578 0.0931
H 6.86959 12.87908 10.23626 0.0615
H 16.51751 11.80869 7.06234 0.1468
H 10.13551 14.07773 12.44233 0.0869
H 9.66771 14.07904 10.76896 0.0707
H 8.11196 6.63698 9.76187 0.1032
H 9.55366 8.65286 9.73448 0.1260
H 15.75958 10.34381 5.17650 0.1013
H 15.17942 14.05049 7.32081 0.1140
H 12.05530 10.63280 14.55594 0.1175
H 6.04207 13.10758 11.78860 0.0713
H 13.91644 11.08144 3.62801 0.1302
H 9.87353 16.26045 5.02555 0.1097
H 6.06234 16.55709 7.04022 0.1258
H 6.08790 6.43006 11.04053 0.1171
H 7.68385 11.49306 13.39804 0.0522
H 9.97052 10.47338 13.35880 0.1009
H 4.02007 10.76211 4.69358 0.0992
H 14.17291 11.14117 13.19971 0.1025
H 9.10902 12.42484 13.89719 0.0492
H 5.32032 8.36523 12.47528 0.1149
H 6.44863 14.07054 7.86118 0.1058
H 6.46040 10.64652 12.19602 0.0920
H 13.97640 11.84549 10.81727 0.1034
H 7.57551 13.20778 13.94462 0.0936
H 7.67760 17.57187 5.67308 0.1315
```


Entry 2:
# CH2N2OS

A 2-piece molecular cluster, CH2N2OS overall (ωB97M-V/def2-TZVPD, the OMol25 dataset).

DFT total energy, Ha: -622.07920
Orbital gap (spin up / spin down), Ha: 0.219 / 0.218
Energy relative to the best compared isomer or geometry (same formula, charge and spin), kcal per mole: 61.77
E_HOMO (spin up / spin down), eV: -6.85 / -6.84
Molar mass, g/mol: 90.1

Structure (XYZ):
```
7
Properties=species:S:1:pos:R:3:lowdin_charge:R:1
S -0.34547 -1.70049 1.79754 0.6749
O -0.87634 1.79432 -0.68874 -0.1550
N -1.43269 1.51487 0.32327 0.0583
N 0.69710 -0.41646 -0.40924 0.0405
C -0.04721 -0.75610 0.57618 -0.8149
H 1.57591 -0.86152 -0.65932 0.1288
H 0.42868 0.42539 -0.93970 0.0674
```


Entry 3:
# C24H27N2O4

An isolated ion of composition C24H27N2O4 and charge +1 (ωB97M-V/def2-TZVPD, the OMol25 dataset).

DFT total energy, Ha: -1340.99560
Orbital gap, Ha: 0.296
SMILES: COc1cc(C[NH+]2CCN(C(=O)c3cccc4ccccc34)CC2)cc(OC)c1O
E_HOMO, eV: -10.80
Net charge: +1
Molar mass, g/mol: 407.5

Structure (XYZ):
```
57
Properties=species:S:1:pos:R:3:lowdin_charge:R:1
O -2.26551 -0.37291 1.25494 0.1187
O 1.99060 0.20789 -3.18798 -0.0579
O -0.47711 -0.94123 -4.29485 0.0871
O -1.51376 -3.04227 -3.16661 -0.0776
N 1.39082 -2.29773 1.57397 -0.0664
N -0.44287 -0.37054 2.58688 -0.0540
C -0.38686 -2.56861 -2.56458 -0.1854
C -0.51304 5.01419 3.43660 -0.0636
C 1.33452 -0.86683 -2.70542 -0.2031
C 1.95880 -3.01279 0.36879 -0.0514
C -0.11101 2.78108 -0.82928 -0.0491
C -0.95413 3.81932 4.02651 -0.0598
C 1.35018 -2.51024 -0.90965 -0.2375
C 0.19513 -3.09739 -1.42479 0.0108
C 1.91099 -1.42498 -1.56076 0.0237
C -0.55192 1.58579 -0.24785 -0.0083
C -0.72375 2.67719 1.91351 -0.1226
C 1.66925 -0.83845 1.50416 -0.0675
C -0.05924 -2.59214 1.72579 -0.0742
C -0.28896 3.88872 1.31168 -0.1530
C 1.62361 0.79268 -4.42591 -0.0524
C -0.83236 1.52189 1.09721 -0.1118
C -2.17484 -4.15609 -2.61051 -0.0534
C 0.96512 -0.06972 2.62688 -0.1067
C -0.67977 -1.77101 2.85575 -0.1068
C 0.15794 -1.43741 -3.20622 -0.1544
C 0.02195 3.90630 -0.06436 -0.0092
C -1.27574 0.20979 1.63513 -0.4100
C -0.18897 5.04828 2.10954 -0.0205
C -1.05714 2.67539 3.28479 -0.0218
H 3.03709 -2.84514 0.36557 0.1427
H 2.83078 -0.97711 -1.22000 0.1348
H 0.35600 4.83301 -0.50620 0.1191
H -0.18391 -3.66152 1.90181 0.1480
H 1.29499 -0.47616 0.54329 0.1186
H 0.11744 2.80172 -1.88328 0.1050
H 0.61910 1.21581 -4.38973 0.0920
H -1.41261 1.76101 3.73668 0.1142
H 1.35790 -0.34890 3.60968 0.1384
H -1.52755 -5.03716 -2.59550 0.1024
H 1.86466 -2.66181 2.40725 0.1958
H 2.74887 -0.68653 1.54525 0.1501
H -3.02458 -4.34545 -3.26312 0.1038
H -1.75779 -1.94368 2.86800 0.1405
H -1.21894 3.81165 5.07280 0.1091
H -0.44085 5.90663 4.03882 0.1094
H -1.24481 -1.50141 -4.48306 0.1241
H 0.13952 5.96658 1.64622 0.1172
H 1.12902 0.99869 2.48365 0.1348
H -0.55602 -2.31838 0.79216 0.1256
H -0.26156 -2.03025 3.83148 0.1359
H 2.35198 1.58521 -4.58902 0.1000
H -0.22645 -3.97109 -0.95560 0.1140
H -2.53667 -3.93906 -1.60132 0.1014
H 1.76306 -4.07859 0.49878 0.1418
H 1.68207 0.06946 -5.24022 0.1025
H -0.66900 0.70347 -0.86255 0.1170
```


Entry 4:
# C3H7NO

A 2-piece molecular cluster, C3H7NO overall (ωB97M-V/def2-TZVPD, the OMol25 dataset).

DFT total energy, Ha: -248.27438
Orbital gap (spin up / spin down), Ha: 0.264 / 0.264
Energy relative to the best compared isomer or geometry (same formula, charge and spin), kcal per mole: 158.20
E_HOMO (spin up / spin down), eV: -7.81 / -7.81
Molar mass, g/mol: 73.1

Structure (XYZ):
```
12
Properties=species:S:1:pos:R:3:lowdin_charge:R:1
O 2.03819 0.50603 0.26115 -0.0432
N -0.78639 1.12946 -0.14296 0.0431
C -1.29470 -0.10191 0.40483 -0.1642
C 1.25588 -0.25377 -0.42003 -0.1624
C -0.21497 -0.14251 -0.61861 -0.3127
H -1.40674 1.51634 -0.84985 0.1028
H 1.49481 0.24599 1.18970 0.0685
H -0.50995 -0.51285 -1.60053 0.1359
H -2.27828 -0.45553 0.09822 0.1105
H -0.96619 -0.32439 1.41848 0.0568
H 0.91695 -0.86314 1.52892 0.0377
H 1.75140 -0.74373 -1.26933 0.1273
```


- Which of these has the lowest DFT total energy?
  C29H28AuN6OSe2Si


Copy entry 2 word for word.
# CH2N2OS

A 2-piece molecular cluster, CH2N2OS overall (ωB97M-V/def2-TZVPD, the OMol25 dataset).

DFT total energy, Ha: -622.07920
Orbital gap (spin up / spin down), Ha: 0.219 / 0.218
Energy relative to the best compared isomer or geometry (same formula, charge and spin), kcal per mole: 61.77
E_HOMO (spin up / spin down), eV: -6.85 / -6.84
Molar mass, g/mol: 90.1

Structure (XYZ):
```
7
Properties=species:S:1:pos:R:3:lowdin_charge:R:1
S -0.34547 -1.70049 1.79754 0.6749
O -0.87634 1.79432 -0.68874 -0.1550
N -1.43269 1.51487 0.32327 0.0583
N 0.69710 -0.41646 -0.40924 0.0405
C -0.04721 -0.75610 0.57618 -0.8149
H 1.57591 -0.86152 -0.65932 0.1288
H 0.42868 0.42539 -0.93970 0.0674
```


- What is the formula in the second record?
  CH2N2OS


- The lowest DFT total energy belongs to which entry?
  C29H28AuN6OSe2Si